Model A:
Density functional theory data (ωB97M-V/def2-TZVPD) for a cluster of 2 separate species, C4H10O3 in total.

Gap between HOMO and LUMO, Eh: 0.379
HOMO energy, eV: -9.6
SMILES: CC=O.CCOO

Positions of all 17 atoms, in Å:
C 1.91 -0.19 -0.73
C -1.89 0.55 0.13
C 2.75 0.80 -0.01
C -2.67 -0.74 0.35
O 0.18 -0.43 0.62
O -0.55 0.34 -0.33
O 1.93 -1.44 -0.50
H 0.66 -1.32 0.15
H 1.52 0.15 -1.71
H -1.86 1.15 1.05
H -2.32 1.16 -0.66
H 2.24 1.77 0.05
H 2.99 0.44 0.99
H 3.67 0.94 -0.58
H -3.71 -0.49 0.56
H -2.60 -1.38 -0.53
H -2.25 -1.31 1.17

***

Model B:
Density functional theory data (ωB97M-V/def2-TZVPD) for a cluster of 3 separate species, C4H10O3 in total.

Gap between HOMO and LUMO, Eh: 0.347
HOMO energy, eV: -8.9
SMILES: C=CC(=C)O.O.O

Positions of all 17 atoms, in Å:
C -0.60 -1.03 1.35
C -0.57 -1.68 0.14
O -0.39 -3.04 0.10
C -0.94 -1.10 -1.17
C -0.22 -1.60 -2.17
H -0.38 -1.60 2.33
H -0.93 0.07 1.28
H 0.37 -3.44 0.61
H -1.92 -0.67 -1.31
H 0.68 -2.09 -2.00
H -0.56 -1.55 -3.20
H 1.62 2.26 2.63
H 0.45 2.89 1.79
O 1.15 3.10 2.45
H 1.40 4.13 -1.64
H 0.82 2.73 -1.26
O 0.79 3.66 -1.07

***

Q: Which of them is the most stable? A: model B.

***

Model A:
Density functional theory data (ωB97M-V/def2-TZVPD) for a cluster of 2 separate species, C4H10O3 in total.

Gap between HOMO and LUMO, Eh: 0.403
HOMO energy, eV: -10.3
SMILES: CCCC(=O)O.O

Positions of all 17 atoms, in Å:
O -2.52 0.34 2.05
C -1.80 -0.26 1.28
O -2.12 -1.49 0.83
C -0.49 0.20 0.72
C -0.66 0.85 -0.66
C 0.67 0.94 -1.40
H -2.99 -1.69 1.21
H 0.18 -0.65 0.64
H -0.06 0.93 1.41
H -1.40 0.29 -1.25
H -1.09 1.84 -0.57
H 1.09 -0.03 -1.63
H 1.39 1.50 -0.79
H 0.56 1.48 -2.35
H 3.33 -1.21 -0.55
H 3.17 -1.40 0.95
O 2.75 -1.62 0.11

***

Model B:
Density functional theory data (ωB97M-V/def2-TZVPD) for the molecule C4H10O3.

Gap between HOMO and LUMO, Eh: 0.408
HOMO energy, eV: -10.2
SMILES: COC[C@@H](O)CO

Positions of all 17 atoms, in Å:
C -0.88 -2.47 0.59
O -1.01 -1.18 0.01
C 0.13 -0.53 -0.53
C -0.22 0.96 -0.37
O -0.56 1.11 0.99
C 0.85 2.01 -0.65
O 1.96 1.87 0.20
H -1.90 -2.83 0.76
H -0.37 -2.44 1.56
H -0.37 -3.17 -0.07
H 1.05 -0.73 0.04
H 0.28 -0.84 -1.58
H -1.09 1.18 -1.02
H -1.03 0.28 1.19
H 0.37 3.00 -0.51
H 1.21 1.98 -1.68
H 1.58 1.79 1.09

***

Q: Which of them is the most stable? A: model A.

***

Model A:
Density functional theory data (ωB97M-V/def2-TZVPD) for a cluster of 9 separate species, C9H36O9 in total.

Gap between HOMO and LUMO, Eh: 0.377
HOMO energy, eV: -9.8
SMILES: CO.CO.CO.CO.CO.CO.CO.CO.CO

Positions of all 54 atoms, in Å:
C -3.11 1.55 -0.69
O -4.46 1.54 -1.16
H -3.00 2.35 0.05
H -2.85 0.63 -0.18
H -2.44 1.73 -1.53
H -4.81 2.42 -1.01
C 1.68 -3.47 -0.99
O 1.21 -2.54 -1.95
H 0.96 -3.52 -0.17
H 1.99 -4.44 -1.37
H 2.53 -2.98 -0.48
H 0.26 -2.74 -2.06
C 1.56 4.33 -0.38
O 0.24 3.75 -0.26
H 2.26 3.71 0.18
H 1.89 4.41 -1.41
H 1.54 5.32 0.07
H -0.28 4.29 0.34
C -2.68 -1.98 -2.26
O -1.58 -2.53 -1.53
H -2.68 -0.89 -2.16
H -2.60 -2.27 -3.30
H -3.61 -2.38 -1.84
H -1.68 -2.19 -0.63
C 1.99 1.99 4.17
O 1.86 3.23 4.85
H 1.95 1.16 4.88
H 1.24 1.80 3.40
H 2.90 2.01 3.57
H 1.08 3.15 5.41
C 0.80 -1.30 3.49
O -0.03 -0.49 2.66
H 1.79 -0.87 3.63
H 0.23 -1.56 4.39
H 0.99 -2.26 2.97
H 0.55 0.07 2.12
C -2.69 -3.04 1.50
O -2.05 -1.83 1.14
H -3.04 -3.01 2.54
H -3.51 -3.21 0.81
H -2.03 -3.91 1.43
H -1.30 -1.63 1.73
C 0.70 0.32 -0.49
O 1.10 1.17 0.59
H -0.32 -0.05 -0.34
H 0.86 0.76 -1.47
H 1.24 -0.63 -0.44
H 0.78 2.06 0.32
C 2.56 0.39 -4.36
O 1.76 0.69 -5.49
H 3.59 0.28 -4.73
H 2.51 1.17 -3.60
H 2.37 -0.57 -3.87
H 1.78 -0.04 -6.11

***

Model B:
Density functional theory data (ωB97M-V/def2-TZVPD) for a cluster of 9 separate species, C9H36O9 in total.

Gap between HOMO and LUMO, Eh: 0.372
HOMO energy, eV: -9.5
SMILES: CO.CO.CO.CO.CO.CO.CO.CO.CO

Positions of all 54 atoms, in Å:
C 7.59 13.72 -1.47
O 7.91 12.86 -2.53
H 6.96 14.60 -1.65
H 7.20 13.17 -0.61
H 8.51 14.20 -1.11
H 7.08 12.54 -2.92
C 5.36 9.59 -7.59
O 5.66 9.86 -8.94
H 6.15 9.02 -7.09
H 5.13 10.49 -7.03
H 4.49 8.93 -7.51
H 5.41 9.14 -9.52
C 2.11 11.08 -8.09
O 2.56 10.83 -6.79
H 1.26 10.43 -8.36
H 1.68 12.08 -8.24
H 2.85 10.91 -8.89
H 3.04 11.61 -6.49
C 9.15 9.22 -5.68
O 10.04 8.20 -5.25
H 8.94 9.04 -6.74
H 8.18 9.18 -5.18
H 9.60 10.20 -5.51
H 10.85 8.25 -5.76
C 5.34 13.45 -6.80
O 4.17 13.41 -5.97
H 5.11 12.89 -7.71
H 5.38 14.47 -7.19
H 6.22 13.11 -6.26
H 4.18 14.10 -5.30
C 3.63 14.73 -3.12
O 4.80 15.31 -3.66
H 3.67 13.64 -3.02
H 3.47 15.06 -2.09
H 2.76 14.95 -3.75
H 5.16 15.94 -3.05
C 5.68 6.33 -1.89
O 6.66 7.20 -2.47
H 4.73 6.48 -2.42
H 5.99 5.29 -1.90
H 5.51 6.68 -0.87
H 7.32 6.71 -2.96
C 5.71 10.39 -3.64
O 5.81 11.72 -4.08
H 6.49 10.13 -2.91
H 4.82 10.17 -3.02
H 5.69 9.71 -4.49
H 5.05 11.91 -4.65
C 9.39 9.40 -1.41
O 8.13 9.05 -0.83
H 10.09 8.57 -1.41
H 9.24 9.70 -2.45
H 9.82 10.20 -0.81
H 7.66 8.53 -1.49

***

Q: Which of them is the most stable? A: model A.

***

Model A:
Density functional theory data (ωB97M-V/def2-TZVPD) for the ion C5H13N2 with charge +1.

Gap between HOMO and LUMO, Eh: 0.351
HOMO energy, eV: -13.2
SMILES: C=CC[C@@H]([NH3+])CN
Charge: +1

Positions of all 20 atoms, in Å:
N -0.45 0.45 1.43
C -0.64 0.38 -0.17
C -0.77 -1.11 -0.58
C 0.01 -2.00 0.32
C 1.32 -2.41 0.31
C 0.35 1.31 -0.90
N 0.51 2.70 -0.46
H -0.95 -0.40 1.94
H 0.59 0.48 1.54
H -1.10 1.27 1.81
H -1.65 0.75 -0.44
H -1.84 -1.24 -0.62
H -0.33 -1.16 -1.65
H -0.63 -2.61 0.94
H 1.97 -1.94 -0.56
H 1.61 -3.12 1.01
H 0.00 1.41 -1.94
H 1.33 0.79 -0.78
H -0.40 3.13 -0.23
H 1.07 3.34 -0.97

***

Model B:
Density functional theory data (ωB97M-V/def2-TZVPD) for a cluster of 2 separate species, C5H13N2 in total.

Gap between HOMO and LUMO, Eh: 0.181
HOMO energy, eV: -13.6
Charge: +1

Positions of all 20 atoms, in Å:
C 0.72 -2.29 0.60
C -0.29 -1.12 0.18
C 0.05 0.04 -0.83
C 0.86 1.14 -0.16
C 2.17 1.31 -0.56
N -1.56 2.64 0.86
N -1.41 -1.83 -0.38
H 0.75 -2.96 -0.19
H 1.66 -1.84 0.58
H 0.73 -2.62 1.64
H -0.50 -0.57 1.13
H -0.89 0.30 -1.30
H 0.67 -0.48 -1.69
H 2.71 2.24 -0.42
H 2.56 0.52 -1.20
H -1.27 2.86 1.83
H -0.63 2.62 0.31
H -2.07 3.55 0.62
H -2.17 -1.07 -0.22
H -1.83 -2.68 0.14

***

Model C:
Density functional theory data (ωB97M-V/def2-TZVPD) for a cluster of 2 separate species, C5H13N2 in total.

Gap between HOMO and LUMO, Eh: 0.436
HOMO energy, eV: -14.6
Charge: +1

Positions of all 20 atoms, in Å:
C -1.13 -2.13 -0.76
C 0.30 -1.72 -0.97
C -0.66 -0.77 -0.52
C -0.05 1.65 -1.30
C -0.90 0.65 -0.72
N 1.65 0.84 2.38
N -0.70 0.12 0.73
H -1.74 -2.36 -1.62
H -1.36 -2.75 0.13
H 0.99 -2.11 -0.16
H 0.80 -1.69 -1.94
H 1.02 1.35 -1.36
H -0.12 2.47 -0.61
H -0.37 2.03 -2.35
H -1.91 0.87 -0.92
H 2.51 0.49 2.67
H 1.28 1.38 3.21
H 0.13 0.19 1.27
H 1.82 1.47 1.60
H -1.58 0.03 1.24

***

Model D:
Density functional theory data (ωB97M-V/def2-TZVPD) for the ion C5H13N2 with charge +1.

Gap between HOMO and LUMO, Eh: 0.453
HOMO energy, eV: -15.2
SMILES: C[C@@H]1[C@@H](C)[N+]1(C)N
Charge: +1

Positions of all 20 atoms, in Å:
C 0.52 -0.59 0.60
C -0.47 -0.71 -0.51
C 2.03 -0.97 0.53
C -1.89 -1.34 -0.37
C 0.38 1.60 -0.78
N -1.10 1.20 1.08
N -0.13 0.58 0.10
H 0.32 -1.00 1.59
H 0.06 -0.89 -1.53
H 2.34 -0.14 1.03
H 2.47 -1.20 -0.45
H 2.11 -1.86 1.24
H -2.46 -1.18 0.54
H -1.65 -2.35 -0.22
H -2.34 -1.08 -1.36
H 0.63 2.46 -0.12
H 1.21 1.14 -1.44
H -0.46 1.89 -1.56
H -1.87 1.55 0.54
H -0.70 1.89 1.68

***

Q: Which of them is the most stable? A: model C.